[1]
A cluster of 2 separate species, C3H7BrN2 in total at a distorted geometry. Source: OMol25; level of theory: ωB97M-V/def2-TZVPD.

The calculation puts the strongest force on any atom at 4.27 eV/A. Its energy relative to the best compared isomer or geometry (same formula, charge and spin) is 95.9 kcal per mole.

```
! RIJCOSX wB97M-V def2-TZVPD def2/J DEFGRID3
* xyz 0 1
C -1.769 0.345 0.054
C -0.551 1.248 0.208
C -0.389 -0.129 -0.501
N 0.041 -1.186 0.299
N 2.292 -1.163 -0.093
Br 2.895 0.490 0.195
H -2.246 0.020 0.931
H -2.515 0.765 -0.704
H -0.511 2.207 -0.351
H 0.144 1.390 1.084
H -0.050 -0.209 -1.555
H 0.394 -1.940 -0.327
H 2.265 -1.837 0.760
*
```

[2]
A cluster of 2 separate species, C3H7BrN2O in total at a distorted geometry. Source: OMol25; level of theory: ωB97M-V/def2-TZVPD.

The calculation puts the strongest force on any atom at 1.25 eV/A. Its energy relative to the best compared isomer or geometry (same formula, charge and spin) is 102.3 kcal per mole.

```
! RIJCOSX wB97M-V def2-TZVPD def2/J DEFGRID3
* xyz 0 1
C 0.385 -1.736 0.664
C -0.635 -1.794 -0.406
C -1.292 -0.595 -0.908
N -0.158 2.169 0.803
N 0.830 1.768 0.046
O -0.901 -2.228 0.905
Br -2.278 0.426 0.286
H 1.180 -2.474 0.674
H 0.629 -0.775 1.105
H -0.520 -2.586 -1.147
H -1.685 -0.588 -1.910
H -0.793 2.932 0.588
H -0.155 1.813 1.751
H 0.795 2.207 -0.873
*
```

Repeat the first record exactly.
A cluster of 2 separate species, C3H7BrN2 in total at a distorted geometry. Source: OMol25; level of theory: ωB97M-V/def2-TZVPD.

The calculation puts the strongest force on any atom at 4.27 eV/A. Its energy relative to the best compared isomer or geometry (same formula, charge and spin) is 95.9 kcal per mole.

```
! RIJCOSX wB97M-V def2-TZVPD def2/J DEFGRID3
* xyz 0 1
C -1.769 0.345 0.054
C -0.551 1.248 0.208
C -0.389 -0.129 -0.501
N 0.041 -1.186 0.299
N 2.292 -1.163 -0.093
Br 2.895 0.490 0.195
H -2.246 0.020 0.931
H -2.515 0.765 -0.704
H -0.511 2.207 -0.351
H 0.144 1.390 1.084
H -0.050 -0.209 -1.555
H 0.394 -1.940 -0.327
H 2.265 -1.837 0.760
*
```